[1]
Entry from the Open Molecules 2025 dataset: a single C2H7N3O2 molecule (the ωB97M-V functional and the def2-TZVPD basis).

Each line ends with the natural charge from an NBO analysis.
Atoms and positions in Å:
C -1.546 -0.136 0.491  -0.6130
C 0.203 0.188 -0.013  0.4043
N 0.745 1.015 0.930  -0.8425
N 0.095 0.688 -1.274  -0.8485
N 0.848 -1.279 -0.049  0.4829
O 1.416 -1.688 0.978  -0.3972
O 0.804 -1.873 -1.144  -0.3891
H -2.086 0.072 -0.477  0.1923
H -1.536 0.709 1.164  0.2256
H -1.735 -1.186 0.976  0.2295
H 1.282 1.738 0.421  0.3793
H 1.368 0.598 1.585  0.3982
H -0.762 0.619 -1.742  0.3905
H 0.903 0.535 -1.847  0.3875

Computed properties:
- gap between HOMO and LUMO (Ha) = 0.3655
- SMILES string = CC(N)(N)[N+](=O)[O-]
- energy above the lowest of the compared OMol25 structures with the same formula, charge and spin (kcal per mole) = 119.0

***

[2]
Entry from the Open Molecules 2025 dataset: C37H34BrCl5N3O5PrS5 as an isolated structure (the ωB97M-V functional and the def2-TZVPD basis).

Each line ends with the Mulliken spin population.
Atoms and positions in Å:
Pr 0.615 1.952 -0.105  2.0061
C -0.396 3.882 3.925  -0.0004
C -1.379 2.855 4.487  0.0001
S -2.016 1.679 3.245  0.0001
C -1.723 0.069 4.031  0.0000
C -0.272 -0.272 4.338  0.0000
S 0.889 -0.046 2.933  -0.0010
C 2.216 0.846 3.788  -0.0001
C 1.830 2.224 4.305  0.0003
S 1.055 3.257 3.008  -0.0008
H -0.891 4.542 3.211  0.0001
H -0.016 4.493 4.744  0.0000
H -0.932 2.274 5.292  0.0000
H -2.237 3.387 4.899  0.0001
H -2.321 0.010 4.941  0.0000
H -2.129 -0.630 3.300  0.0000
H 0.104 0.337 5.159  -0.0001
H -0.215 -1.316 4.646  0.0000
H 2.593 0.222 4.600  -0.0001
H 2.984 0.934 3.022  -0.0003
H 1.138 2.164 5.145  -0.0001
H 2.727 2.742 4.645  0.0000
Cl -2.174 8.889 -0.262  0.0000
C -1.196 7.477 -0.133  -0.0004
C -1.783 6.232 0.063  -0.0001
Cl -3.494 6.088 0.178  0.0000
C -0.986 5.104 0.175  -0.0007
Cl -1.706 3.537 0.370  -0.0026
C 0.427 5.143 0.120  0.0009
O 1.151 4.093 0.270  0.0015
C 0.981 6.429 -0.093  -0.0012
Cl 2.696 6.521 -0.189  0.0000
C 0.196 7.562 -0.224  0.0002
Cl 0.932 9.092 -0.493  0.0000
S -1.777 0.002 0.351  0.0002
C -1.507 -1.446 -0.424  -0.0014
N -2.485 -2.344 -0.611  -0.0003
C -2.202 -3.606 -1.283  0.0000
C -1.276 -3.324 -2.437  0.0001
N -0.062 -2.719 -1.908  -0.0003
C 1.196 -3.236 -2.440  0.0003
C 1.465 -4.637 -1.937  0.0000
C 1.568 -5.700 -2.825  -0.0001
C 1.804 -6.988 -2.361  0.0000
C 1.933 -7.220 -1.001  0.0000
C 1.828 -6.162 -0.107  0.0000
C 1.598 -4.877 -0.570  0.0000
C -0.134 -1.809 -0.926  0.0002
S 1.207 -1.102 -0.241  -0.0006
C -3.883 -2.096 -0.254  0.0002
C -4.744 -2.022 -1.493  0.0000
C -4.512 -1.012 -2.425  -0.0002
C -5.273 -0.941 -3.580  0.0000
C -6.271 -1.877 -3.818  0.0000
C -6.506 -2.883 -2.893  0.0000
C -5.742 -2.956 -1.737  -0.0001
H -3.138 -4.031 -1.638  0.0000
H -1.733 -4.311 -0.588  0.0000
H -1.764 -2.647 -3.145  -0.0001
H -1.014 -4.245 -2.953  0.0000
H 1.987 -2.557 -2.134  -0.0003
H 1.131 -3.238 -3.529  0.0000
H 1.472 -5.520 -3.891  0.0000
H 1.886 -7.807 -3.064  0.0000
H 2.120 -8.223 -0.639  0.0000
H 1.935 -6.340 0.956  0.0000
H 1.535 -4.049 0.126  0.0002
H -3.920 -1.159 0.293  0.0002
H -4.226 -2.898 0.405  0.0001
H -3.735 -0.279 -2.234  0.0000
H -5.092 -0.151 -4.298  0.0000
H -6.868 -1.820 -4.719  0.0000
H -7.284 -3.615 -3.070  0.0000
H -5.932 -3.744 -1.016  0.0000
O -0.009 3.053 -2.092  -0.0027
C -0.186 1.956 -2.662  0.0046
O -0.289 0.862 -2.053  -0.0034
H -0.259 1.939 -3.765  0.0013
Br 8.253 3.029 0.385  0.0000
C 6.917 1.834 -0.224  0.0001
C 7.284 0.651 -0.848  0.0000
N 6.387 -0.219 -1.296  0.0001
C 5.100 0.062 -1.137  -0.0006
C 4.647 1.219 -0.514  0.0003
C 5.578 2.132 -0.046  -0.0006
C 3.173 1.457 -0.362  -0.0041
O 2.678 1.430 0.799  0.0047
O 2.483 1.636 -1.392  0.0006
H 8.327 0.396 -0.993  0.0000
H 4.394 -0.668 -1.518  -0.0001
H 5.265 3.050 0.435  0.0000

Computed properties:
- gap between HOMO and LUMO (alpha / beta) (Ha) = 0.2419 / 0.2421
- 2S+1 = 3
- energy above the lowest of the compared OMol25 structures with the same formula, charge and spin (kcal per mole) = 14.4

***

[3]
Entry from the Open Molecules 2025 dataset: C31H33N2O4 as an isolated structure (the ωB97M-V functional and the def2-TZVPD basis).

Each line ends with the natural charge from an NBO analysis.
Atoms and positions in Å:
C -4.720 1.641 1.035  -0.2636
O -4.716 0.465 1.875  -0.4731
C -3.587 0.142 2.549  0.3850
C -3.622 -1.060 3.286  -0.2551
C -2.451 -1.596 3.773  -0.1536
C -1.197 -0.939 3.663  -0.2209
C 0.060 -1.671 4.009  0.1098
C 1.358 -1.132 3.546  -0.2198
C 2.305 -1.989 2.932  -0.0909
C 3.504 -1.492 2.456  -0.2744
C 3.785 -0.114 2.583  0.3668
O 4.974 0.349 2.065  -0.5062
C 4.965 1.688 1.501  -0.2545
C 2.909 0.728 3.315  -0.3163
C 1.710 0.212 3.788  -0.1202
C -1.222 0.331 3.040  -0.0537
C -2.378 0.870 2.480  -0.3359
H -5.722 1.604 0.606  0.2197
H -4.580 2.557 1.632  0.1909
H -3.962 1.571 0.240  0.1908
H -4.584 -1.561 3.373  0.2425
H -2.526 -2.578 4.233  0.2268
H -0.077 -2.743 3.767  0.2202
H 2.092 -3.062 2.804  0.2154
H 4.281 -2.132 2.032  0.2495
H 5.908 1.750 0.956  0.2152
H 4.116 1.803 0.807  0.1898
H 4.934 2.454 2.292  0.1808
H 3.205 1.760 3.559  0.2371
H 1.029 0.878 4.326  0.2159
H -0.313 0.912 2.924  0.2177
H -2.325 1.822 1.942  0.2381
C -2.039 -6.599 4.090  -0.6694
C -1.734 -5.817 5.276  0.3110
C -1.772 -6.092 6.615  -0.3115
C -1.510 -4.863 7.308  -0.2471
C -1.303 -3.903 6.342  0.1880
C -0.902 -2.499 6.397  0.0753
N -0.755 -1.994 7.745  -0.4344
C -1.930 -1.551 8.473  -0.4185
C 0.520 -1.511 8.006  0.6823
O 0.829 -0.789 8.948  -0.5618
C 1.404 -2.081 6.906  -0.1359
C 2.617 -1.223 6.627  -0.4613
C 3.791 -1.884 5.931  0.0726
C 4.820 -1.029 5.524  -0.2341
C 5.899 -1.513 4.795  -0.1949
C 6.025 -2.892 4.580  -0.2186
C 5.019 -3.761 5.016  -0.2032
C 3.906 -3.266 5.710  -0.2664
N 0.450 -2.308 5.793  -0.4505
O -1.423 -4.483 5.103  -0.4518
H -1.766 -7.643 4.275  0.2469
H -3.122 -6.584 3.899  0.2417
H -1.503 -6.245 3.202  0.2365
H -1.984 -7.053 7.087  0.2475
H -1.448 -4.721 8.387  0.2462
H -1.636 -1.886 5.878  0.2290
H -1.674 -1.432 9.530  0.2497
H -2.340 -0.609 8.066  0.2049
H -2.703 -2.318 8.357  0.2140
H 1.715 -3.073 7.276  0.2351
H 2.297 -0.320 6.074  0.2311
H 2.973 -0.873 7.612  0.2663
H 4.754 0.035 5.759  0.2161
H 6.645 -0.824 4.395  0.2291
H 6.898 -3.288 4.050  0.2276
H 5.088 -4.835 4.825  0.2226
H 3.144 -3.948 6.088  0.1962
H 0.766 -3.193 5.367  0.4159

Computed properties:
- gap between HOMO and LUMO (Ha) = 0.2822
- net charge = +1
- energy above the lowest of the compared OMol25 structures with the same formula, charge and spin (kcal per mole) = 0.0

***

[4]
Entry from the Open Molecules 2025 dataset: a 2-piece molecular cluster, C4H12O2 overall (the ωB97M-V functional and the def2-TZVPD basis).

Each line ends with the natural charge from an NBO analysis.
Atoms and positions in Å:
C 0.856 -2.116 0.795  -0.6228
C 0.118 -1.438 -0.380  -0.4185
C 0.742 -0.067 -0.682  -0.4575
C -0.199 0.907 -1.422  -0.0891
O 0.099 2.284 -1.134  -0.7121
H 1.941 -2.153 0.765  0.2118
H 0.461 -3.120 0.887  0.2106
H 0.639 -1.762 1.813  0.2166
H 0.239 -2.192 -1.228  0.2108
H -0.977 -1.318 -0.298  0.2069
H 1.193 0.413 0.229  0.2185
H 1.653 -0.099 -1.416  0.2245
H -1.316 0.833 -1.366  0.1654
H -0.175 0.964 -2.548  0.1887
H -0.393 2.464 -0.168  0.4448
O -1.364 0.308 2.299  -0.9400
H -1.234 1.165 2.731  0.4730
H -1.004 0.351 1.409  0.4683

Computed properties:
- gap between HOMO and LUMO (Ha) = 0.3991
- SMILES string = CCCCO.O
- energy above the lowest of the compared OMol25 structures with the same formula, charge and spin (kcal per mole) = 32.8

***

Repeat the third record exactly.
Entry from the Open Molecules 2025 dataset: C31H33N2O4 as an isolated structure (the ωB97M-V functional and the def2-TZVPD basis).

Each line ends with the natural charge from an NBO analysis.
Atoms and positions in Å:
C -4.720 1.641 1.035  -0.2636
O -4.716 0.465 1.875  -0.4731
C -3.587 0.142 2.549  0.3850
C -3.622 -1.060 3.286  -0.2551
C -2.451 -1.596 3.773  -0.1536
C -1.197 -0.939 3.663  -0.2209
C 0.060 -1.671 4.009  0.1098
C 1.358 -1.132 3.546  -0.2198
C 2.305 -1.989 2.932  -0.0909
C 3.504 -1.492 2.456  -0.2744
C 3.785 -0.114 2.583  0.3668
O 4.974 0.349 2.065  -0.5062
C 4.965 1.688 1.501  -0.2545
C 2.909 0.728 3.315  -0.3163
C 1.710 0.212 3.788  -0.1202
C -1.222 0.331 3.040  -0.0537
C -2.378 0.870 2.480  -0.3359
H -5.722 1.604 0.606  0.2197
H -4.580 2.557 1.632  0.1909
H -3.962 1.571 0.240  0.1908
H -4.584 -1.561 3.373  0.2425
H -2.526 -2.578 4.233  0.2268
H -0.077 -2.743 3.767  0.2202
H 2.092 -3.062 2.804  0.2154
H 4.281 -2.132 2.032  0.2495
H 5.908 1.750 0.956  0.2152
H 4.116 1.803 0.807  0.1898
H 4.934 2.454 2.292  0.1808
H 3.205 1.760 3.559  0.2371
H 1.029 0.878 4.326  0.2159
H -0.313 0.912 2.924  0.2177
H -2.325 1.822 1.942  0.2381
C -2.039 -6.599 4.090  -0.6694
C -1.734 -5.817 5.276  0.3110
C -1.772 -6.092 6.615  -0.3115
C -1.510 -4.863 7.308  -0.2471
C -1.303 -3.903 6.342  0.1880
C -0.902 -2.499 6.397  0.0753
N -0.755 -1.994 7.745  -0.4344
C -1.930 -1.551 8.473  -0.4185
C 0.520 -1.511 8.006  0.6823
O 0.829 -0.789 8.948  -0.5618
C 1.404 -2.081 6.906  -0.1359
C 2.617 -1.223 6.627  -0.4613
C 3.791 -1.884 5.931  0.0726
C 4.820 -1.029 5.524  -0.2341
C 5.899 -1.513 4.795  -0.1949
C 6.025 -2.892 4.580  -0.2186
C 5.019 -3.761 5.016  -0.2032
C 3.906 -3.266 5.710  -0.2664
N 0.450 -2.308 5.793  -0.4505
O -1.423 -4.483 5.103  -0.4518
H -1.766 -7.643 4.275  0.2469
H -3.122 -6.584 3.899  0.2417
H -1.503 -6.245 3.202  0.2365
H -1.984 -7.053 7.087  0.2475
H -1.448 -4.721 8.387  0.2462
H -1.636 -1.886 5.878  0.2290
H -1.674 -1.432 9.530  0.2497
H -2.340 -0.609 8.066  0.2049
H -2.703 -2.318 8.357  0.2140
H 1.715 -3.073 7.276  0.2351
H 2.297 -0.320 6.074  0.2311
H 2.973 -0.873 7.612  0.2663
H 4.754 0.035 5.759  0.2161
H 6.645 -0.824 4.395  0.2291
H 6.898 -3.288 4.050  0.2276
H 5.088 -4.835 4.825  0.2226
H 3.144 -3.948 6.088  0.1962
H 0.766 -3.193 5.367  0.4159

Computed properties:
- gap between HOMO and LUMO (Ha) = 0.2822
- net charge = +1
- energy above the lowest of the compared OMol25 structures with the same formula, charge and spin (kcal per mole) = 0.0

***

Q: Number 3 is which compound?
A: C31H33N2O4